Here is a 9-piece molecular cluster, C27H72O27S9 overall in a non-equilibrium geometry from OMol25. Energies are from ωB97M-V/def2-TZVPD.

Values from the calculation:
F_max: 4.81 eV/A
total energy: -6686.83849 a.u.
ΔE to the lowest compared entry with this formula, charge and spin: 111.81 kcal/mol
structure (SMILES): CCOS(C)(=O)=O.CCOS(C)(=O)=O.CCOS(C)(=O)=O.CCOS(C)(=O)=O.CCOS(C)(=O)=O.CCOS(C)(=O)=O.CCOS(C)(=O)=O.CCOS(C)(=O)=O.CCOS(C)(=O)=O
E_HOMO: -0.39635 hartree
E_LUMO: 0.006 hartree

Geometry as ORCA input:
```
! RIJCOSX wB97M-V def2-TZVPD def2/J DEFGRID3
* xyz 0 1
C -2.7776 4.9810 4.2847
C -2.7122 4.6485 2.8255
O -2.4004 3.3100 2.7750
S -2.7718 2.4468 1.3549
C -4.6449 2.6394 1.3693
O -2.3028 3.1728 0.1998
O -2.4137 1.0789 1.5471
H -1.8872 4.7185 4.8559
H -3.6840 4.4878 4.6359
H -2.7535 6.0325 4.5708
H -3.6554 4.8897 2.3353
H -1.9476 5.3227 2.4398
H -5.0165 2.7296 2.3901
H -5.0911 1.7425 0.9399
H -4.8856 3.5576 0.8334
C 3.5113 -2.4642 0.7839
C 4.7326 -1.6128 0.6087
O 4.3910 -0.7102 -0.4322
S 3.9943 0.8897 -0.0999
C 5.7472 1.4281 0.2484
O 3.5090 1.5295 -1.2964
O 3.1624 1.0063 1.0593
H 2.6283 -1.8305 0.8661
H 3.5703 -3.1328 1.6428
H 3.3277 -3.0871 -0.0915
H 5.0841 -1.0975 1.5026
H 5.6023 -2.2133 0.3417
H 5.7679 2.5165 0.3039
H 6.3959 1.0920 -0.5605
H 6.0051 0.9780 1.2070
C 1.2965 7.8529 1.8881
C 0.7781 6.4597 2.3653
O 1.8498 5.6501 2.3628
S 1.7231 4.0844 2.8761
C 1.1312 3.4297 1.2432
O 3.0569 3.5895 3.1000
O 0.7105 4.0463 3.9670
H 0.6295 8.7142 1.9253
H 1.6547 7.8068 0.8597
H 2.1636 8.0961 2.5022
H 0.4095 6.4632 3.3911
H -0.0041 6.0367 1.7350
H 0.2380 3.9093 0.8427
H 1.0903 2.3466 1.3584
H 1.8745 3.6586 0.4796
C -3.9330 2.2295 -3.8455
C -4.3295 0.7428 -3.7690
O -5.6231 0.8203 -3.3135
S -6.0615 -0.2392 -2.1070
C -5.6453 -1.8359 -2.9394
O -5.1759 -0.0699 -0.9469
O -7.5220 -0.1822 -1.9906
H -3.8168 2.3470 -2.7681
H -4.7380 2.8192 -4.2843
H -3.0146 2.3945 -4.4088
H -4.3445 0.3340 -4.7794
H -3.6862 0.2096 -3.0690
H -5.9434 -2.6446 -2.2720
H -4.5708 -1.9387 -3.0914
H -6.1603 -1.8734 -3.8993
C 0.9654 -9.3966 2.8723
C 0.6442 -8.7000 1.5635
O 0.0057 -7.4815 1.9815
S -0.3298 -6.3468 0.8264
C 1.3277 -6.0311 0.1095
O -1.1647 -6.9861 -0.1907
O -0.7709 -5.1698 1.6240
H 1.6643 -10.2056 2.6599
H 0.1316 -9.8907 3.3711
H 1.3567 -8.7019 3.6155
H 1.5331 -8.4405 0.9884
H -0.0239 -9.4074 1.0722
H 1.9226 -5.7526 0.9793
H 1.1347 -5.1876 -0.5533
H 1.5825 -6.9001 -0.4972
C 0.0068 0.9238 -0.9571
C -1.1653 0.1351 -1.5002
O -0.6882 -1.1451 -1.8883
S -1.2765 -2.4885 -1.0737
C -0.9100 -2.0582 0.7491
O -2.7456 -2.4825 -1.2528
O -0.4823 -3.6077 -1.4899
H -0.2503 1.9829 -0.9371
H 0.9035 0.8632 -1.5739
H 0.3746 0.6996 0.0442
H -1.9804 0.0708 -0.7794
H -1.5344 0.6916 -2.3616
H -1.2613 -1.0408 0.9211
H 0.1718 -2.1377 0.8564
H -1.3547 -2.7721 1.4425
C -1.4699 -3.9395 7.1943
C -0.0935 -3.5091 6.8353
O 0.5201 -4.5206 6.0877
S 1.4520 -4.1143 4.8229
C 0.2356 -3.1942 3.8082
O 2.4921 -3.2305 5.4168
O 1.7836 -5.3574 4.2178
H -1.4143 -4.8015 7.8591
H -2.0158 -4.3676 6.3536
H -2.0639 -3.1536 7.6609
H -0.1587 -2.5179 6.3867
H 0.4228 -3.3269 7.7779
H -0.6284 -3.8587 3.8005
H 0.7807 -3.0432 2.8765
H -0.0222 -2.2506 4.2891
C -3.4862 5.6574 -5.1470
C -1.9921 5.3187 -5.0309
O -1.5732 5.4375 -3.6481
S -0.2405 4.6671 -3.1482
C 1.0044 5.5663 -4.2095
O 0.0915 5.0146 -1.7406
O -0.4064 3.2702 -3.6087
H -4.1127 5.1053 -4.4465
H -4.0279 5.4905 -6.0780
H -3.6571 6.6985 -4.8729
H -1.8186 4.3350 -5.4672
H -1.4404 6.1354 -5.4964
H 1.9065 4.9786 -4.0393
H 1.1331 6.5896 -3.8569
H 0.6738 5.5381 -5.2478
C 5.5094 -3.4473 -2.9267
C 5.0243 -2.4931 -4.0562
O 3.6748 -2.8311 -4.4184
S 2.7173 -1.5806 -4.9807
C 2.0868 -1.0407 -3.3744
O 3.6107 -0.4999 -5.4856
O 1.5780 -2.1391 -5.7588
H 5.1537 -4.4532 -3.1499
H 5.0314 -3.3096 -1.9568
H 6.5830 -3.3755 -2.7526
H 5.1453 -1.4986 -3.6267
H 5.7501 -2.5183 -4.8690
H 1.8114 -0.0183 -3.6333
H 2.9205 -1.0895 -2.6740
H 1.2197 -1.6660 -3.1615
*
```


Here is a 2-piece molecular cluster, C4H10NO3 overall in a non-equilibrium geometry from OMol25. Energies are from ωB97M-V/def2-TZVPD.

Values from the calculation:
F_max: 4.48 eV/A
total energy: -438.85257 a.u.
ΔE to the lowest compared entry with this formula, charge and spin: 83.25 kcal/mol
E_HOMO: -0.16547 hartree
E_LUMO: 0.146 hartree

Geometry as ORCA input:
```
! RIJCOSX wB97M-V def2-TZVPD def2/J DEFGRID3
* xyz -1 1
C 2.5931 -0.8903 -0.1811
C -3.6950 -0.1766 0.4124
C 1.4311 0.0144 -0.4443
C -2.3217 0.2327 -0.2041
N 1.7950 1.2795 0.0798
O 0.7625 2.2093 -0.3681
O -1.8184 -0.7114 -0.8570
O -1.7611 1.3264 0.1612
H 3.0673 -0.5059 0.8308
H 2.3157 -1.9644 -0.0497
H 3.4788 -0.7711 -0.8696
H -3.8620 -1.0503 -0.2347
H -3.7356 -0.1996 1.5575
H -4.4403 0.5759 0.3046
H 1.2709 -0.1133 -1.6112
H 0.5242 -0.3939 -0.1494
H 1.9276 1.2604 1.0493
H -0.2248 1.8177 -0.2685
*
```